No. 1
Below is a molecular structure, C30H44CdN4O4PS2Se, with properties calculated with ωB97M-V/def2-TZVPD.

Structure (XYZ):
```
87
Properties=species:S:1:pos:R:3:forces:R:3
Cd 0.559 -0.150 0.232 0.267 0.216 -0.211
Se 1.680 0.302 -2.323 -0.141 -0.009 0.085
S 1.273 -2.593 0.323 -0.050 -0.257 0.285
S -1.030 0.856 2.018 -0.056 0.100 -0.132
P -2.040 -1.351 -0.495 -0.098 0.001 0.212
O -0.752 1.751 -1.318 0.008 -0.463 0.099
O -3.456 -0.543 -0.443 0.010 0.078 -0.015
O -2.109 -2.087 0.930 -0.043 0.140 0.101
O -2.517 -2.503 -1.556 0.118 -0.060 -0.240
N 2.101 -0.597 2.436 -0.001 -0.068 0.052
N 1.681 2.122 1.211 -0.001 0.039 -0.139
N -1.294 3.455 -2.677 -0.247 0.207 -0.095
N 5.806 -1.815 -3.341 -0.148 0.077 0.054
C 2.308 1.888 2.533 0.085 0.011 -0.066
C 0.160 -4.025 3.956 0.041 0.047 -0.049
C 1.046 -2.770 2.062 -0.069 0.044 -0.021
C 2.693 2.522 0.227 -0.109 0.101 0.140
C 0.564 -3.025 4.830 0.018 0.009 -0.078
C 1.459 -1.766 2.962 0.156 0.099 0.018
C 3.469 -0.831 1.965 -0.051 0.020 0.064
C 0.735 4.384 1.000 -0.073 -0.023 0.004
C 3.987 -0.335 -3.892 0.019 0.000 -0.034
C -3.262 -2.406 1.715 0.055 -0.036 -0.155
C -0.765 2.737 -3.833 0.030 0.091 0.060
C -1.767 -4.698 -2.169 -0.025 -0.095 -0.008
C 1.217 -1.907 4.327 -0.050 -0.038 -0.037
C -1.237 2.851 -1.477 0.157 0.285 0.027
C 5.175 -2.040 -2.184 -0.011 0.025 -0.070
C 3.971 -1.463 -1.812 0.010 0.053 0.012
C -4.996 -0.142 -2.237 -0.065 0.007 -0.079
C -1.515 4.855 1.663 0.006 -0.082 0.012
C 0.402 -3.891 2.596 0.012 0.023 -0.031
C -3.513 -3.897 1.663 -0.054 -0.071 0.029
C 0.574 3.037 1.316 0.070 -0.084 -0.003
C -1.833 4.805 -2.771 0.121 -0.122 -0.105
C -1.691 3.508 1.950 -0.019 0.000 0.006
C -1.453 -3.222 -2.216 -0.029 -0.012 0.055
C 5.190 -0.963 -4.166 -0.019 -0.014 0.052
C -0.300 5.298 1.158 0.008 -0.058 0.033
C 1.992 0.585 3.265 -0.055 0.045 -0.043
C -0.675 2.558 1.764 -0.035 -0.059 -0.077
C -3.744 0.331 -1.535 0.002 -0.069 0.044
C 3.329 -0.574 -2.681 0.085 -0.066 0.128
H 2.697 0.548 4.113 0.017 -0.002 0.063
H -5.852 -0.116 -1.560 0.021 -0.013 -0.005
H -2.756 -4.893 -2.590 0.021 -0.006 -0.006
H -5.215 0.496 -3.098 -0.007 -0.010 0.031
H 4.193 -0.575 2.752 0.020 -0.036 0.003
H -1.376 -2.865 -3.244 -0.075 0.036 -0.033
H -1.015 3.293 -4.735 -0.008 -0.002 -0.017
H 3.361 1.688 0.030 0.034 -0.077 0.034
H 5.693 -0.770 -5.110 -0.002 0.002 -0.003
H 3.523 -1.715 -0.859 -0.011 -0.035 -0.039
H -1.644 3.448 -0.645 -0.034 -0.010 -0.032
H -2.618 -4.438 1.975 -0.012 0.009 -0.004
H 1.689 4.734 0.628 -0.004 0.004 0.002
H -3.869 1.334 -1.122 -0.011 0.027 -0.003
H -4.123 -1.843 1.358 -0.016 0.014 -0.006
H 0.375 -3.108 5.893 0.005 -0.006 -0.014
H -4.862 -1.168 -2.585 0.008 0.031 0.002
H 3.689 -0.240 1.075 0.011 0.061 0.029
H -4.334 -4.165 2.334 0.015 0.000 -0.024
H -1.026 -5.259 -2.742 -0.002 0.007 0.022
H 0.979 0.628 3.659 0.044 -0.007 -0.044
H -2.902 0.369 -2.234 0.046 -0.025 0.037
H -2.652 3.146 2.298 0.020 0.027 -0.006
H -1.196 1.737 -3.888 -0.008 0.028 0.020
H -2.331 5.550 1.816 -0.010 -0.013 -0.006
H 3.388 1.979 2.393 0.021 -0.096 -0.009
H -0.146 6.341 0.908 -0.005 -0.005 0.008
H 2.216 2.764 -0.719 -0.042 0.003 -0.013
H 0.317 2.606 -3.762 -0.048 0.019 0.026
H -0.500 -3.025 -1.721 0.012 0.023 -0.004
H -1.810 5.121 -3.812 -0.002 0.006 -0.004
H 5.663 -2.736 -1.507 -0.001 0.006 0.008
H -1.752 -5.057 -1.139 0.005 0.019 -0.006
H 3.554 0.347 -4.614 0.022 -0.024 -0.002
H -3.034 -2.077 2.728 0.025 -0.004 0.049
H 2.014 2.695 3.210 0.082 0.064 0.044
H -1.244 5.514 -2.187 0.022 0.004 0.014
H -3.773 -4.208 0.649 0.019 0.016 0.028
H -2.868 4.854 -2.429 -0.020 -0.036 0.018
H 3.595 -1.875 1.695 -0.027 -0.030 -0.024
H -0.354 -4.902 4.330 -0.003 -0.006 -0.014
H 1.530 -1.129 5.011 0.004 -0.012 -0.011
H 3.292 3.376 0.573 0.038 0.019 -0.009
H 0.063 -4.651 1.902 0.006 -0.005 0.019
```
Positions in Å, forces in eV/Å.

Relative energy (zero: lowest compared OMol25 entry of this formula, charge and spin): 17.73 kcal per mole
Net charge: -1
Frontier orbital gap: 6.7436 eV
LUMO energy: 2.41 eV
Electronic energy: -146849.7106 eV
HOMO level: -4.331 eV
Max |F|: 0.5 eV/A

Atomic partial charges in e from the Mulliken method, atoms 1 to 2: 2.892 -0.562

---

No. 2
Below is a molecular structure, C30H44FeN6O5S3, with properties calculated with ωB97M-V/def2-TZVPD.

Structure (XYZ):
```
89
Properties=species:S:1:pos:R:3:forces:R:3
Fe 0.032 0.278 -0.555 0.804 -0.775 0.757
S -0.744 -1.135 1.181 0.111 0.155 -0.113
S -1.825 -2.023 -1.948 0.043 -0.215 0.317
S 3.419 -1.685 -2.861 -0.017 0.008 -0.044
O -1.017 1.700 0.278 -0.441 -0.079 -0.323
O -1.127 -0.651 -1.736 -0.106 0.714 -0.608
O 0.578 1.649 -1.814 -0.221 0.126 -0.168
O -4.908 0.908 -0.334 0.019 -0.043 0.103
O 1.416 1.205 0.617 -0.336 0.067 -0.066
N 1.274 -0.288 -3.569 0.058 -0.148 0.106
N 1.583 -0.780 -1.272 -0.220 0.114 0.411
N -3.231 -0.355 0.438 -0.069 -0.188 -0.035
N -2.974 -1.260 2.550 0.113 -0.046 0.057
N 2.085 3.252 -2.311 0.039 0.058 -0.012
N -1.372 2.907 2.146 -0.027 0.002 0.046
C -5.534 -2.136 1.339 -0.077 -0.059 -0.036
C -7.579 -0.709 2.584 -0.006 -0.009 0.004
C -7.517 -2.093 2.694 0.004 0.009 0.005
C -6.625 -0.031 1.843 0.021 -0.014 0.004
C 1.581 2.351 -1.510 -0.036 -0.024 0.094
C -1.419 -3.927 -3.691 -0.020 -0.014 0.016
C 4.559 -2.800 -0.550 0.022 0.028 -0.104
C -3.266 -2.330 4.727 -0.016 0.004 -0.015
C -4.112 -1.191 5.286 -0.007 -0.001 0.000
C -4.629 0.005 0.406 0.035 0.232 0.006
C 2.209 2.138 -0.147 0.157 -0.046 0.022
C 0.786 1.748 1.792 0.040 0.037 0.042
C -0.621 2.151 1.391 -0.051 -0.025 -0.047
C 4.473 -2.996 0.814 0.013 -0.034 0.046
C -2.260 -1.885 3.676 -0.001 -0.015 -0.008
C -1.634 -2.418 -3.696 -0.053 0.027 -0.034
C 3.564 -2.051 -1.164 -0.070 0.010 0.050
C 3.262 4.051 -1.938 -0.003 0.000 -0.007
C 2.432 -1.700 0.921 0.010 0.068 -0.066
C -2.460 -0.888 1.405 0.054 0.077 0.166
C 2.501 -1.493 -0.453 0.051 -0.044 -0.078
C -0.957 3.430 3.452 -0.002 0.017 -0.018
C 3.417 -2.453 1.539 -0.029 0.024 0.011
C -0.345 -4.198 -2.637 -0.019 -0.002 0.001
C 1.953 -0.822 -2.543 -0.045 -0.088 -0.243
C -5.587 -0.743 1.241 -0.152 0.015 -0.093
C -6.504 -2.808 2.063 0.004 0.004 0.003
C 1.465 3.537 -3.612 0.010 0.007 0.001
C -0.675 -3.338 -1.409 0.078 -0.021 -0.108
C -2.743 3.255 1.744 0.010 -0.025 0.002
H 3.366 -2.624 2.606 -0.023 0.022 0.003
H -1.214 4.486 3.504 0.009 0.001 -0.001
H 1.628 -1.286 1.508 0.070 0.006 0.073
H -0.316 -5.252 -2.366 0.038 0.003 0.010
H 5.230 -3.580 1.319 0.014 -0.001 0.003
H -8.272 -2.620 3.262 -0.002 -0.001 -0.002
H -1.181 -3.887 -0.617 -0.044 0.005 -0.027
H 2.042 3.067 -4.408 0.003 0.010 -0.004
H 0.183 -2.826 -0.978 -0.022 -0.077 0.022
H -1.488 2.898 4.241 -0.008 0.011 0.003
H -4.760 -2.693 0.822 0.006 0.010 0.018
H 1.646 -0.339 -4.503 0.032 -0.014 -0.004
H 0.640 -3.931 -3.023 -0.010 0.029 -0.014
H -2.750 0.038 -0.354 0.188 0.141 -0.131
H -2.791 4.321 1.525 0.001 0.002 0.015
H -6.484 -3.887 2.123 -0.005 -0.004 -0.001
H -1.557 -1.158 4.089 -0.005 0.011 0.010
H -4.726 -1.544 6.112 -0.005 -0.005 -0.005
H 3.212 1.715 -0.240 -0.020 -0.039 -0.017
H 2.987 4.853 -1.252 -0.002 0.010 -0.010
H -3.033 2.691 0.864 -0.007 -0.008 0.004
H 2.287 3.086 0.384 0.023 -0.017 0.032
H 1.384 2.564 2.187 0.020 0.010 -0.028
H -3.906 -3.108 4.303 0.004 0.000 0.009
H 0.112 3.324 3.611 -0.002 -0.007 0.003
H -6.678 1.043 1.719 -0.001 -0.007 -0.006
H -8.381 -0.162 3.060 0.003 -0.002 0.003
H -3.485 -0.382 5.666 0.005 0.006 0.005
H 0.443 3.173 -3.623 -0.001 -0.006 0.000
H 5.377 -3.219 -1.121 -0.017 -0.003 -0.016
H -0.755 -1.876 -4.044 0.039 0.013 -0.002
H -2.522 -2.081 -4.228 -0.001 0.007 0.009
H 0.744 0.949 2.531 0.019 -0.008 0.000
H -3.981 -1.180 2.652 0.045 -0.016 0.028
H 4.038 3.428 -1.499 -0.001 0.004 0.006
H -1.128 -4.267 -4.684 -0.002 0.002 0.003
H 3.666 4.497 -2.842 0.010 -0.011 0.002
H -2.348 -4.443 -3.437 -0.010 0.002 -0.013
H 1.465 4.614 -3.762 -0.010 -0.001 0.000
H -2.701 -2.802 5.532 0.008 -0.002 -0.001
H 0.474 0.296 -3.395 -0.015 0.026 -0.006
H -4.802 -0.770 4.546 0.008 -0.002 0.001
H -1.685 -2.734 3.302 -0.008 0.009 0.002
H -3.413 3.034 2.574 0.006 0.002 -0.018
```
Positions in Å, forces in eV/Å.

Net charge: +3
Spin multiplicity: 2
Frontier orbital gap (alpha / beta): 6.9760 / 6.9261 eV
LUMO energy (alpha / beta): -9.07 / -9.12 eV
Electronic energy: -117874.1398 eV
HOMO level (alpha / beta): -16.043 / -16.043 eV
Max |F|: 1.3 eV/A

Atomic partial charges in e from the Mulliken method, atoms 1 to 2: 1.601 -0.406